Formula: C4H6O2
Source: OMol25
Level of theory: ωB97M-V with the def2-TZVPD basis set

XYZ file:
```
12
C4H6O2 ωB97M-V with the def2-TZVPD basis set
C 1.2067 -0.6886 -0.7206
C 0.0951 -0.5481 0.3870
C -1.1149 0.1954 -0.0980
C -0.6249 1.3158 0.7547
H 1.0296 -1.6318 -1.2978
H 2.2165 -0.6952 -0.3041
H 1.1159 0.2318 -1.3643
H -0.0439 -1.3935 1.1000
H -2.0741 -0.1682 0.3419
H -1.3070 0.3854 -1.1174
O -0.9171 2.4353 1.0789
O 0.4182 0.5617 1.2397
```

As for the total energy: -8339.6300 eV. As for the spin multiplicity: 1. For the LUMO energy, the calculation gives 0.8764 eV. As for the gap between HOMO and LUMO: 11.5 eV. The energy above the lowest of the compared OMol25 structures with the same formula, charge and spin is 80.2 kJ/mol. The maximum force comes out at 0.0539 hartree/bohr.